{"formula": "C14H14N2O2", "method": "ωB97M-V with the def2-TZVPD basis set", "species": ["O", "C", "C", "N", "O", "C", "C", "C", "C", "C", "C", "C", "C", "N", "C", "C", "C", "C", "H", "H", "H", "H", "H", "H", "H", "H", "H", "H", "H", "H", "H", "H"], "xyz": [[1.055, -1.124, -2.127], [-2.086, 4.074, 2.438], [-1.465, 3.735, 1.355], [0.425, 0.902, -1.314], [1.803, 0.711, 0.666], [1.274, -0.185, -1.409], [0.795, 1.281, -0.154], [2.051, -3.816, 2.511], [0.967, -2.890, 2.500], [3.159, -3.546, 1.677], [0.884, -1.942, 1.528], [3.122, -2.425, 0.815], [1.967, -1.644, 0.682], [0.014, 2.169, 0.595], [2.159, -0.429, -0.208], [-2.146, 2.777, -0.656], [-0.079, 4.169, -0.782], [-0.915, 3.252, 0.076], [-2.603, 4.290, 3.274], [2.105, -4.647, 3.312], [0.143, -3.060, 3.211], [3.945, -4.264, 1.514], [-0.061, -1.348, 1.497], [4.028, -2.404, 0.261], [0.107, 2.172, 1.639], [3.190, -0.284, -0.518], [-2.896, 2.360, -0.077], [-2.686, 3.588, -1.130], [-1.873, 2.135, -1.457], [-0.622, 4.930, -1.292], [0.638, 3.615, -1.419], [0.535, 4.781, -0.076]], "mulliken_charge": [-0.603, -0.246, -1.229, -0.325, -0.516, 0.356, 0.332, -0.345, -0.596, -0.530, -0.054, -0.686, 0.560, -0.269, 0.178, -1.729, -1.416, 1.889, 0.565, 0.272, 0.327, 0.351, 0.289, 0.296, 0.290, 0.460, 0.441, 0.404, 0.456, 0.390, 0.306, 0.383], "charge": 0, "energy_ha": -801.734717, "gap_ev": 10.0, "e_lumo_ev": 0.65}

{"formula": "C14H14N2O2S2Ti", "method": "ωB97M-V with the def2-TZVPD basis set", "species": ["C", "C", "C", "C", "C", "Ti", "N", "C", "C", "H", "H", "H", "H", "H", "H", "H", "H", "H", "H", "O", "S", "O", "N", "C", "S", "C", "C", "C", "C", "C", "C", "H", "H", "H", "H"], "xyz": [[-0.692, 0.881, -1.425], [0.682, 0.791, -1.027], [0.912, 1.702, 0.061], [-0.320, 2.401, 0.296], [-1.305, 1.896, -0.613], [-0.585, 0.097, 0.749], [-2.108, 1.045, 1.839], [1.121, -1.962, -0.521], [2.087, -1.457, 0.262], [1.888, 1.932, 0.483], [1.462, 0.240, -1.536], [-0.438, 3.185, 1.035], [-2.336, 2.219, -0.700], [-1.146, 0.327, -2.245], [2.647, -0.542, 0.065], [0.771, -2.980, -0.320], [-2.820, 1.000, 2.573], [2.432, -2.032, 1.119], [0.799, -1.567, -1.489], [0.924, 2.238, 3.129], [1.369, 0.896, 3.413], [2.776, 0.615, 3.547], [0.726, -0.136, 2.227], [-0.031, -1.164, 2.737], [-0.882, -2.112, 1.607], [-0.242, -1.032, 4.152], [-1.144, -1.740, 4.957], [-1.404, -1.279, 6.247], [-0.777, -0.113, 6.725], [0.138, 0.587, 5.928], [0.397, 0.113, 4.651], [-1.617, -2.634, 4.551], [-2.104, -1.819, 6.885], [-1.012, 0.256, 7.724], [0.634, 1.495, 6.268]], "mulliken_charge": [-0.663, -0.695, -0.687, -0.313, -0.275, 0.014, -0.370, -0.839, -0.143, 0.558, 0.864, 0.372, 0.437, 0.434, 0.222, 0.432, 0.106, 0.276, 0.204, -0.556, 0.936, -0.621, 0.146, 0.880, -0.469, 0.366, -0.723, -0.561, -0.500, -0.661, 0.221, 0.403, 0.382, 0.389, 0.435], "charge": 0, "energy_ha": -2447.570517, "gap_ev": [5.5, 5.5], "e_lumo_ev": [-1.43, -1.43]}

{"formula": "C14H14N2O3S", "method": "ωB97M-V with the def2-TZVPD basis set", "species": ["O", "C", "N", "C", "C", "C", "C", "S", "O", "O", "N", "C", "C", "C", "C", "C", "C", "C", "C", "C", "H", "H", "H", "H", "H", "H", "H", "H", "H", "H", "H", "H", "H", "H"], "xyz": [[-6.379, -2.378, -0.141], [-5.357, -1.818, -0.439], [-4.674, -1.023, 0.424], [-3.491, -0.319, 0.243], [-2.805, -0.280, -0.973], [-1.629, 0.440, -1.080], [-1.134, 1.121, 0.014], [0.425, 1.995, -0.108], [0.692, 2.269, -1.487], [0.438, 3.058, 0.850], [1.550, 0.887, 0.402], [1.747, -0.290, -0.414], [3.103, -0.896, -0.167], [3.247, -2.250, 0.098], [4.502, -2.791, 0.321], [5.622, -1.980, 0.291], [5.485, -0.625, 0.033], [4.232, -0.086, -0.197], [-1.801, 1.097, 1.224], [-2.977, 0.382, 1.338], [-4.892, -1.909, -1.431], [-5.098, -0.943, 1.343], [-3.184, -0.800, -1.837], [-1.094, 0.498, -2.014], [1.532, 0.730, 1.396], [1.680, 0.069, -1.446], [0.958, -1.040, -0.252], [2.374, -2.888, 0.124], [4.603, -3.847, 0.523], [6.600, -2.401, 0.469], [6.357, 0.011, 0.009], [4.111, 0.967, -0.397], [-1.398, 1.656, 2.054], [-3.509, 0.364, 2.278]], "mulliken_charge": [-0.539, 0.091, -0.186, 1.572, -0.596, -0.756, -0.111, 1.239, -0.663, -0.721, -0.236, -0.511, 0.358, -0.459, -0.556, -0.413, -0.503, -0.409, -0.731, -0.674, 0.280, 0.186, 0.187, 0.483, 0.280, 0.374, 0.396, 0.321, 0.383, 0.372, 0.378, 0.397, 0.457, 0.309], "charge": 0, "energy_ha": -1275.316442, "gap_ev": 9.5, "smiles": "O=CNc1ccc(S(=O)(=O)NCc2ccccc2)cc1", "e_lumo_ev": 0.28}

{"formula": "C14H15AuCl2NS2Si", "method": "ωB97M-V with the def2-TZVPD basis set", "species": ["Au", "Cl", "C", "C", "C", "C", "C", "Cl", "C", "S", "H", "H", "H", "C", "Si", "C", "C", "C", "C", "C", "C", "N", "C", "S", "H", "H", "H", "H", "H", "H", "H", "H", "H", "H", "H", "H"], "xyz": [[-2.390, 0.547, 2.298], [-4.866, 0.299, -0.198], [-4.807, 0.325, -1.951], [-5.997, 0.333, -2.667], [-5.939, 0.323, -4.055], [-4.724, 0.304, -4.727], [-3.541, 0.304, -3.996], [-2.012, 0.283, -4.812], [-3.629, 0.317, -2.634], [-2.037, -0.030, 0.041], [-6.942, 0.339, -2.140], [-6.858, 0.324, -4.624], [-4.680, 0.290, -5.808], [2.802, -1.648, 3.566], [3.161, -0.168, 2.485], [4.865, -0.350, 1.738], [3.066, 1.471, 3.380], [1.940, -0.148, 0.995], [2.440, -0.252, -0.290], [1.596, -0.263, -1.404], [0.257, -0.164, -1.199], [-0.263, -0.066, 0.055], [0.539, -0.048, 1.141], [-0.096, 0.107, 2.750], [3.636, -1.804, 4.256], [2.685, -2.559, 2.975], [1.900, -1.518, 4.166], [5.603, -0.367, 2.544], [5.117, 0.487, 1.081], [4.973, -1.280, 1.174], [3.921, 1.568, 4.054], [2.160, 1.565, 3.980], [3.097, 2.308, 2.679], [3.511, -0.318, -0.436], [1.977, -0.356, -2.411], [-0.465, -0.158, -2.007]], "lowdin_spin": [0.328, 0.034, 0.092, 0.031, -0.021, 0.031, 0.088, 0.023, 0.686, 0.293, 0.007, -0.001, 0.007, 0.005, 0.006, 0.001, 0.006, 0.010, 0.001, 0.000, 0.011, 0.017, 0.023, 0.306, 0.000, 0.000, 0.002, 0.000, 0.000, 0.000, 0.000, 0.003, 0.000, 0.000, 0.000, 0.009], "multiplicity": 3, "charge": 1, "energy_ha": -2738.850091, "gap_ev": [7.1, 5.5], "s_squared": 2.020, "e_lumo_ev": [-4.92, -6.51]}

{"formula": "C14H15Cl2N3O", "method": "ωB97M-V with the def2-TZVPD basis set", "species": ["C", "C", "N", "N", "C", "C", "O", "N", "C", "C", "C", "C", "C", "C", "C", "C", "C", "Cl", "C", "Cl", "H", "H", "H", "H", "H", "H", "H", "H", "H", "H", "H", "H", "H", "H", "H"], "xyz": [[-3.919, -2.964, -1.050], [-3.453, -2.498, 0.327], [-2.771, -1.232, 0.243], [-1.451, -1.166, 0.203], [-1.119, 0.118, 0.079], [0.292, 0.570, 0.009], [0.600, 1.738, -0.104], [1.147, -0.483, 0.088], [2.543, -0.493, 0.063], [3.190, -1.722, 0.161], [4.570, -1.776, 0.139], [5.337, -0.625, 0.021], [6.832, -0.710, 0.000], [4.688, 0.609, -0.078], [5.477, 1.876, -0.207], [3.303, 0.665, -0.056], [-2.286, 0.909, 0.034], [-2.423, 2.596, -0.114], [-3.325, -0.003, 0.139], [-5.004, 0.248, 0.165], [-4.626, -2.254, -1.471], [-4.404, -3.931, -0.964], [-3.070, -3.054, -1.722], [-4.307, -2.386, 0.999], [-2.742, -3.208, 0.751], [0.698, -1.386, 0.180], [2.610, -2.629, 0.254], [5.062, -2.736, 0.217], [7.228, -0.293, -0.925], [7.161, -1.743, 0.082], [7.261, -0.144, 0.827], [4.815, 2.735, -0.267], [6.138, 2.005, 0.650], [6.098, 1.851, -1.102], [2.802, 1.615, -0.132]], "mulliken_charge": [-0.991, -0.585, 0.548, -0.668, 0.620, 0.297, -0.717, -0.072, 0.763, -0.793, -1.063, 1.016, -1.430, 0.848, -1.673, -0.801, -0.391, -0.200, 0.360, -0.167, 0.297, 0.356, 0.310, 0.321, 0.319, 0.220, 0.388, 0.313, 0.319, 0.364, 0.319, 0.370, 0.328, 0.327, 0.547], "charge": 0, "energy_ha": -1702.406082, "gap_ev": 8.7, "smiles": "CCn1nc(C(=O)Nc2ccc(C)c(C)c2)c(Cl)c1Cl", "e_lumo_ev": 0.58}

{"formula": "C14H15Cl3GeIrN5S", "method": "ωB97M-V with the def2-TZVPD basis set", "species": ["Ir", "C", "N", "C", "C", "N", "C", "S", "C", "C", "C", "C", "C", "N", "H", "H", "H", "H", "H", "H", "H", "H", "H", "N", "C", "C", "C", "C", "C", "N", "H", "H", "H", "H", "H", "H", "Cl", "Ge", "Cl", "Cl"], "xyz": [[0.323, 0.455, -0.682], [-0.122, -0.615, 4.342], [-0.377, -1.543, 3.220], [-0.880, -2.812, 3.345], [-0.973, -3.339, 2.107], [-0.519, -2.378, 1.206], [-0.169, -1.285, 1.925], [0.498, 0.234, 1.452], [-0.417, -2.590, -0.193], [-0.706, -3.850, -0.705], [-0.628, -4.081, -2.060], [-0.254, -3.042, -2.901], [0.027, -1.831, -2.330], [-0.059, -1.576, -0.994], [-0.368, -1.130, 5.265], [-0.756, 0.264, 4.243], [0.930, -0.338, 4.360], [-1.130, -3.236, 4.305], [-1.328, -4.308, 1.814], [-0.987, -4.664, -0.058], [-0.852, -5.064, -2.454], [-0.170, -3.171, -3.971], [0.347, -0.999, -2.947], [1.049, 3.475, 0.910], [0.249, 3.559, -0.161], [-0.270, 4.805, -0.572], [-1.008, 4.898, -1.712], [-1.273, 3.742, -2.484], [-0.795, 2.565, -2.033], [-0.059, 2.439, -0.868], [1.278, 4.313, 1.420], [1.619, 2.671, 1.092], [-0.041, 5.681, 0.021], [-1.386, 5.859, -2.034], [-1.855, 3.787, -3.392], [-1.019, 1.636, -2.559], [2.073, 1.121, -3.154], [2.715, 0.344, -1.288], [3.421, -1.610, -1.366], [3.871, 1.615, -0.114]], "lowdin_spin": [0.445, 0.003, 0.038, 0.040, 0.062, 0.028, -0.002, 0.350, -0.002, 0.007, -0.002, 0.008, -0.001, 0.004, 0.000, 0.002, 0.001, 0.001, 0.003, 0.001, 0.000, 0.000, 0.000, 0.000, 0.001, 0.000, 0.002, 0.001, 0.008, 0.008, 0.000, 0.000, 0.000, 0.000, 0.000, 0.003, 0.012, -0.010, -0.007, -0.005], "multiplicity": 2, "charge": 3, "energy_ha": -4775.410351, "gap_ev": [6.5, 4.5], "s_squared": 0.768, "e_lumo_ev": [-11.21, -13.13]}